Below is 3 unconnected molecules or ions with the total composition C20H44N2O10 in a non-equilibrium geometry, with properties calculated with ωB97M-V/def2-TZVPD.

Each line ends with the Mulliken charge.
Cartesian coordinates (Å):
C -3.47 -3.19 -0.34  -0.76
C -1.82 -3.09 -0.55  0.68
O -1.42 -2.97 -1.84  -0.53
O -0.85 -3.13 0.60  -0.42
C -0.38 -1.75 0.83  0.47
C 1.09 -1.70 1.62  -0.73
C 1.81 -0.30 1.06  -0.13
C 0.99 1.06 1.51  -0.50
C -0.04 1.64 0.38  0.54
O 0.60 2.53 -0.64  -0.39
C 0.22 1.93 -1.95  0.43
O -0.89 2.26 -2.63  -0.51
O 1.10 0.89 -2.54  0.09
O 0.37 0.03 -3.25  -0.38
H -3.93 -2.14 -0.10  0.14
H -3.95 -3.56 -1.36  0.29
H -3.77 -3.97 0.48  0.30
H -1.09 -1.08 1.45  0.09
H -0.14 -1.29 -0.25  -0.22
H 1.78 -2.62 1.36  0.22
H 0.96 -1.69 2.79  0.31
H 1.96 -0.35 -0.10  -0.09
H 2.86 -0.26 1.60  0.34
H 1.83 1.90 1.67  0.38
H 0.44 0.90 2.54  0.05
H -0.64 0.83 -0.22  0.19
H -0.85 2.29 0.97  -0.09
H -0.36 -0.36 -2.67  0.35
C 7.03 -0.56 -4.72  -0.72
O 6.01 0.09 -3.98  -0.35
C 4.69 -0.18 -4.45  -0.88
C 3.93 -1.09 -3.48  0.18
N 4.47 -2.45 -3.48  -0.38
C 4.00 -3.28 -2.37  -0.80
C 4.32 -2.81 -0.93  0.19
O 5.71 -2.86 -0.59  -0.48
C 6.47 -1.76 -1.05  -0.51
H 8.00 -0.14 -4.43  0.23
H 7.06 -1.63 -4.50  0.30
H 6.90 -0.41 -5.80  0.34
H 4.69 -0.59 -5.47  0.44
H 4.18 0.79 -4.49  0.36
H 2.87 -1.12 -3.76  0.33
H 4.00 -0.64 -2.49  -0.04
H 5.48 -2.41 -3.44  0.08
H 4.47 -4.27 -2.50  0.36
H 2.92 -3.43 -2.46  0.42
H 3.82 -3.51 -0.25  0.33
H 3.90 -1.82 -0.71  -0.13
H 5.90 -0.82 -1.05  0.24
H 6.87 -1.97 -2.04  0.15
H 7.33 -1.64 -0.38  0.32
C -7.02 1.78 1.12  -0.69
O -6.57 3.02 1.64  -0.32
C -6.89 3.21 3.02  -0.82
C -5.64 3.11 3.91  -0.16
N -5.13 1.73 3.96  -0.32
C -3.78 1.61 4.52  -0.78
C -2.64 2.35 3.80  -0.63
O -2.32 1.82 2.51  -0.39
C -3.17 2.26 1.46  -0.40
H -6.92 1.81 0.03  0.24
H -6.41 0.95 1.48  0.27
H -8.07 1.60 1.36  0.34
H -7.68 2.52 3.36  0.39
H -7.29 4.22 3.11  0.39
H -5.88 3.44 4.92  0.42
H -4.89 3.78 3.49  0.14
H -5.13 1.34 3.02  0.07
H -3.54 0.54 4.52  0.38
H -3.81 1.92 5.57  0.42
H -1.74 2.21 4.41  0.35
H -2.80 3.43 3.74  0.40
H -3.51 3.28 1.60  0.26
H -4.01 1.57 1.36  -0.13
H -2.60 2.21 0.53  0.45

**SMILES**: CC(=O)OCCCCCOC(=O)OO.COCCNCCOC.COCCNCCOC
**LUMO**: 0.1 eV

Below is 3 unconnected molecules or ions with the total composition C20H44N4O8P in a non-equilibrium geometry, with properties calculated with ωB97M-V/def2-TZVPD.

Each line ends with the Mulliken charge.
Cartesian coordinates (Å):
C -1.01 -1.71 6.60  -0.59
C -0.03 -0.81 6.62  -0.32
N 1.30 -1.23 6.30  0.41
N 2.05 -2.07 7.08  -0.20
C 3.23 -2.23 6.47  0.43
P 4.48 -3.31 7.37  0.13
O 4.45 -4.61 6.41  -0.46
O 5.84 -2.51 6.98  -0.42
N 3.28 -1.55 5.34  -0.38
C 2.09 -0.93 5.24  0.06
N 1.72 -0.13 4.25  0.13
C 2.56 0.20 3.10  -1.21
C 3.58 1.34 3.28  0.97
C 4.77 1.06 2.35  -1.51
C 4.12 1.49 4.71  -1.55
H -1.03 -2.53 5.90  0.26
H -1.86 -1.61 7.27  0.31
H -0.14 0.25 6.78  0.42
H 1.72 -2.43 7.97  0.27
H 4.32 -4.43 5.47  0.35
H 6.43 -3.03 6.43  0.34
H 0.79 0.25 4.28  0.24
H 3.03 -0.71 2.73  0.33
H 1.86 0.50 2.32  0.38
H 3.11 2.29 2.99  0.32
H 4.50 1.19 1.30  0.38
H 5.64 1.66 2.61  0.38
H 5.05 0.01 2.47  0.38
H 3.33 1.43 5.46  0.34
H 4.63 2.44 4.85  0.46
H 4.80 0.66 4.93  0.34
C -0.71 -2.43 2.49  -0.77
O -0.52 -1.60 1.37  -0.30
C 0.05 -2.22 0.23  -0.62
C -0.69 -1.89 -1.04  -0.16
O -2.00 -2.41 -1.14  -0.47
C -3.04 -1.90 -0.31  -0.25
C -3.44 -0.47 -0.57  -0.43
O -2.43 0.46 -0.21  -0.29
C -2.16 1.44 -1.18  -0.46
H 0.20 -2.47 3.10  0.20
H -1.53 -2.00 3.08  0.22
H -1.00 -3.45 2.21  0.49
H 0.09 -3.31 0.37  0.39
H 1.08 -1.86 0.12  0.32
H -0.14 -2.38 -1.85  0.44
H -0.67 -0.82 -1.24  0.02
H -2.81 -2.05 0.75  0.01
H -3.90 -2.52 -0.54  0.43
H -4.33 -0.26 0.03  0.40
H -3.72 -0.36 -1.62  0.23
H -2.25 1.04 -2.19  -0.06
H -1.13 1.78 -1.04  0.33
H -2.82 2.30 -1.07  0.38
C -3.74 3.05 -9.10  -0.80
O -2.94 2.09 -8.45  -0.30
C -1.55 2.21 -8.66  -0.53
C -0.76 2.13 -7.37  -0.21
O -0.94 3.20 -6.46  -0.47
C -2.18 3.35 -5.79  -0.40
C -2.52 2.28 -4.78  -0.31
O -2.79 1.03 -5.38  -0.39
C -2.15 -0.08 -4.80  -0.80
H -3.98 2.75 -10.12  0.30
H -4.67 3.14 -8.54  0.24
H -3.25 4.03 -9.12  0.38
H -1.31 3.15 -9.17  0.35
H -1.22 1.39 -9.30  0.37
H 0.30 2.18 -7.65  0.42
H -0.91 1.16 -6.89  0.02
H -3.00 3.49 -6.50  0.12
H -2.08 4.29 -5.24  0.41
H -3.42 2.60 -4.24  0.39
H -1.70 2.21 -4.05  0.24
H -1.15 0.17 -4.44  0.40
H -2.04 -0.84 -5.58  0.39
H -2.74 -0.51 -3.98  0.16

**Charge**: +1
**LUMO**: -3.4 eV

Below is 3 unconnected molecules or ions with the total composition C20H44N4O9P3 in a non-equilibrium geometry, with properties calculated with ωB97M-V/def2-TZVPD.

Each line ends with the Mulliken charge.
Cartesian coordinates (Å):
C 0.14 -0.53 -2.49  0.19
C -1.04 -0.73 -2.63  -1.00
C -2.54 -0.58 -2.81  -0.36
N -3.00 0.82 -2.71  0.48
C -2.18 1.83 -2.02  -1.35
C -1.50 2.49 -3.26  0.91
C -1.09 3.96 -2.98  -0.57
C -0.95 4.41 -1.66  -0.83
N -2.32 2.17 -4.45  -0.41
C -3.43 1.48 -3.88  -0.21
N -4.65 1.49 -4.32  -0.02
P -6.06 0.64 -3.51  0.09
N -5.84 0.71 -1.80  -0.45
O -5.96 -0.95 -4.00  -0.40
H 1.14 -0.29 -2.11  0.57
H -2.86 -0.98 -3.79  0.39
H -3.01 -1.21 -2.01  0.26
H -1.57 1.55 -1.14  0.39
H -2.95 2.55 -1.65  0.45
H -0.53 1.95 -3.47  0.30
H -0.88 4.63 -3.84  0.35
H -1.76 5.07 -1.27  0.27
H -0.06 4.18 -1.04  0.30
H -1.86 1.70 -5.23  0.34
H -4.87 2.02 -5.17  0.34
H -5.51 1.64 -1.53  0.32
H -5.14 0.00 -1.53  0.28
H -5.57 -1.42 -3.24  0.36
O -2.61 2.13 1.64  -0.65
P -2.46 2.21 3.14  1.21
O -1.33 1.04 3.36  -0.35
C -0.01 1.27 2.87  0.00
C 0.71 2.36 3.64  -1.01
O -3.84 1.38 3.51  -0.42
C -5.01 1.57 2.71  -0.43
C -5.22 0.37 1.82  -0.97
O -2.35 2.71 4.72  -0.45
C -2.80 1.97 5.86  -0.14
C -1.87 0.85 6.28  -0.93
H -0.04 1.50 1.80  -0.01
H 0.54 0.33 2.98  0.34
H 0.21 3.33 3.50  0.29
H 1.74 2.46 3.31  0.43
H 0.70 2.15 4.71  0.16
H -4.94 2.49 2.12  0.31
H -5.86 1.69 3.39  0.35
H -4.31 0.12 1.26  0.14
H -6.03 0.55 1.11  0.38
H -5.47 -0.51 2.41  0.35
H -3.82 1.62 5.75  0.21
H -2.83 2.70 6.68  0.34
H -1.94 0.00 5.59  0.25
H -2.14 0.49 7.27  0.42
H -0.83 1.18 6.29  0.17
O 3.44 -2.20 0.30  -0.79
P 4.81 -2.82 0.14  1.26
O 5.44 -1.78 -0.97  -0.27
C 5.71 -0.44 -0.58  -0.29
C 6.85 -0.36 0.42  -0.97
O 4.33 -4.06 -0.83  -0.40
C 3.08 -4.72 -0.59  -0.41
C 2.08 -4.30 -1.64  -0.95
O 6.28 -3.56 0.38  -0.44
C 6.94 -4.40 -0.57  -0.14
C 7.64 -3.64 -1.69  -0.91
H 4.80 0.02 -0.17  0.24
H 5.97 0.11 -1.49  0.32
H 6.58 -0.85 1.36  0.30
H 7.09 0.69 0.63  0.40
H 7.74 -0.85 0.03  0.16
H 2.71 -4.50 0.41  0.35
H 3.26 -5.79 -0.65  0.34
H 2.02 -3.22 -1.74  0.12
H 1.08 -4.68 -1.41  0.38
H 2.37 -4.69 -2.62  0.32
H 6.29 -5.17 -0.97  0.23
H 7.71 -4.93 0.00  0.33
H 6.92 -3.25 -2.41  0.25
H 8.31 -4.31 -2.22  0.42
H 8.21 -2.80 -1.29  0.16

**Charge**: +1
**LUMO**: -4.0 eV